{
  "formula": "C26H30F4N4O15S",
  "method": "wB97M-V/def2-TZVPD",
  "symbols": ["C", "O", "C", "C", "N", "O", "C", "C", "H", "H", "F", "H", "H", "F", "O", "C", "O", "H", "H", "C", "O", "C", "N", "H", "C", "H", "H", "C", "O", "H", "C", "C", "C", "C", "C", "H", "C", "H", "H", "H", "H", "H", "H", "C", "C", "C", "H", "H", "O", "H", "H", "O", "H", "O", "O", "F", "H", "O", "O", "H", "H", "H", "S", "H", "C", "O", "H", "H", "O", "F", "C", "N", "O", "C", "H", "C", "C", "C", "C", "N"],
  "xyz": [[5.8973, 1.6602, -3.0439], [3.2507, 3.7183, -3.0400], [-0.8830, -0.6714, -2.3156], [-0.9036, 3.3740, -2.3102], [-0.1559, -1.8345, -2.3371], [0.6225, -1.3754, 5.7180], [4.2140, 3.0717, -2.7704], [-3.3297, 0.0937, -2.2566], [-0.4738, 4.8760, -0.7401], [1.5840, -1.6117, 3.7476], [-2.9387, -0.9247, 3.1183], [1.4842, 2.0216, -2.5154], [1.7488, -2.0892, 2.0457], [3.8064, -3.2626, 2.8303], [0.2781, -5.0633, -0.3490], [1.5485, -5.5478, 1.4849], [4.5433, 1.8975, -3.3789], [6.5452, 2.0686, -3.8239], [7.0507, 2.6852, -1.5250], [0.2954, -5.9411, 0.7605], [-7.0068, 1.2482, 0.3976], [-0.3697, -0.9069, 5.2398], [-2.5961, -2.4188, -2.3293], [-5.4390, 0.2971, -3.0519], [1.1686, 0.9591, -2.3514], [0.2837, -6.9763, 0.4097], [0.9811, 1.1795, 0.8510], [-4.8769, -0.2801, -2.2678], [-0.8154, 0.3500, 5.4923], [0.2004, 3.5151, -2.4389], [-6.2416, 1.2447, -0.5569], [-1.3766, 4.2626, -1.0685], [3.6358, -0.0353, 2.0102], [-2.3983, -0.8281, 4.3544], [-5.4159, -0.0886, -0.7770], [-5.4919, 3.0731, -0.9209], [2.2136, -1.5288, 2.8622], [-3.6704, 2.2718, -2.2240], [-2.6995, 1.1687, 5.1334], [2.6981, 0.8375, -0.6631], [1.5545, 0.2980, -3.1891], [-3.0951, -1.2314, 5.0935], [-1.3848, 3.8399, -3.2293], [-1.3738, 1.8873, -2.2762], [-1.9372, 0.5699, 4.6366], [-2.8602, 1.4895, -2.2477], [0.1407, -0.1960, 0.3270], [3.9804, -1.7452, 4.1338], [4.3622, -1.1750, 2.1918], [-0.0802, 3.0298, 0.7123], [-4.9793, -1.3732, -2.5523], [2.3981, -5.1373, 0.4190], [1.3926, -4.7098, 2.1690], [-1.1927, -1.5721, 4.3820], [-3.0248, 3.4237, 0.4981], [-0.8020, -5.7029, 1.5184], [-2.1465, 5.0322, -1.3732], [4.0635, 0.9589, 1.5108], [-0.9686, 2.7976, 1.0605], [-5.7697, 2.2312, -2.3150], [5.7341, 1.6843, -0.8810], [-6.0557, -0.9611, -0.4612], [-1.1006, -3.2261, -2.3526], [1.8804, -0.7500, -1.0348], [1.7172, 0.3671, -0.9464], [1.9727, -4.3026, -1.6328], [-1.6097, 1.0947, 3.7354], [1.9876, -6.3763, 2.0398], [5.1238, 3.4181, -1.8211], [6.0912, 0.3240, -2.9431], [3.6265, -1.9502, 3.1203], [0.6559, 0.6387, 0.0528], [2.3675, -0.1689, 2.4727], [-0.4026, 0.7656, -2.3082], [-4.5033, -0.1197, -0.1029], [1.5883, -4.7855, -0.6178], [-2.3647, -1.0758, -2.2921], [-1.8447, 3.4594, 0.1972], [6.0373, 2.3299, -1.7097], [-6.1459, 2.4297, -1.3847]],
  "atomic_forces_ev_per_a": [[-0.0632, -0.6840, 0.0142], [0.2759, -0.2740, 0.1671], [-1.7531, -2.0975, 0.0516], [-0.9809, 0.0768, -0.4202], [-0.2592, 0.9101, -0.0138], [-0.5514, 0.2666, -0.4204], [-0.7541, 0.5439, 0.0321], [0.2900, 1.2197, -0.6921], [-0.9997, -0.6646, -0.4007], [0.1602, 0.1652, -0.0997], [-0.0543, -0.1491, 0.0460], [-0.3941, -1.1078, 0.1738], [0.2584, -0.0744, -0.0565], [0.1025, -0.0741, 0.0847], [0.6396, -0.5035, 0.2527], [0.5343, -0.2123, 0.5841], [0.3137, 0.6225, 0.1498], [-0.0124, -0.1740, -0.0312], [-0.1563, 0.1928, -0.0288], [-0.5924, 0.2377, 0.2132], [1.1371, 0.3228, -1.2020], [0.8485, -0.0563, 0.5992], [1.0896, 1.5755, 0.1127], [0.4995, -0.3923, 0.8916], [-0.6334, -1.3842, 0.3741], [-0.1590, 0.0361, 0.0628], [-0.0511, -0.7414, -0.1377], [1.1265, -0.2560, 0.5806], [0.0857, -0.7167, -0.1495], [-1.1059, -0.5652, 0.1189], [-0.7184, -0.7915, 1.4626], [1.3875, 0.2376, 0.5831], [0.2475, 0.7330, -0.5251], [-0.3022, -0.0711, -0.7092], [0.0369, 0.0877, -1.0015], [-0.5264, -0.0546, -0.0787], [-0.9888, -0.1818, 0.3688], [1.2415, -0.8383, -0.0466], [0.1969, -0.0424, 0.1447], [-1.0045, -0.3442, -0.2356], [-0.3052, 0.9680, 0.8338], [-0.0280, -0.0745, -0.1497], [0.6210, -0.5078, 1.0392], [0.7617, -3.9144, -0.0787], [-0.2814, 0.8280, 0.0811], [0.6264, -2.8260, -0.1209], [0.2962, 0.4512, 0.0955], [0.0467, -0.1576, -0.0483], [-0.4205, 0.4710, 0.3847], [-0.4141, -0.6127, 0.3997], [0.2775, 1.3293, 0.3269], [-0.4831, 0.0220, -0.3001], [-0.2241, -0.0619, -0.0684], [0.1041, 0.3094, 0.6095], [1.3478, -0.0332, -0.5743], [-0.1143, -0.1138, -0.0460], [0.5630, -1.2811, 0.6439], [-0.1587, -0.3541, 0.0927], [0.1532, 1.9104, -2.1185], [-0.0352, -0.0354, 0.4826], [-0.0447, -0.1310, -0.1802], [0.4385, 1.1205, -0.3624], [-1.0085, 4.5773, -0.0394], [-0.1118, 1.2815, -0.1381], [-0.4285, -0.0521, -0.6529], [-0.2215, -0.1417, 0.3861], [-0.0893, -0.2032, -0.0885], [0.1407, 0.0795, -0.1657], [-0.2687, -0.2329, -0.5078], [0.0620, -0.0295, -0.1555], [0.2144, -0.5279, -0.2446], [0.9734, 0.1497, 0.1397], [0.6833, -0.0397, 0.0271], [-1.1726, 1.5922, -0.4563], [-1.2144, 0.4047, -0.5894], [0.5675, 0.5309, -0.7732], [1.3214, 1.4704, -0.0862], [-1.9573, -0.0660, 0.7292], [0.5516, 0.1503, 0.6453], [0.8202, -1.0262, 0.2090]],
  "lowdin_charge": [-0.32, 0.16, -0.23, -0.12, -0.24, 0.15, -0.54, -0.13, 0.12, 0.11, 0.08, 0.07, 0.14, 0.08, 0.06, -0.07, 0.13, 0.18, 0.14, -0.32, 0.05, -0.54, -0.25, 0.11, -0.11, 0.18, 0.06, -0.15, 0.08, 0.10, -0.45, -0.08, -0.54, -0.32, -0.09, 0.09, -0.05, 0.10, 0.15, 0.10, 0.12, 0.18, 0.13, -0.12, -0.05, 0.04, 0.08, 0.18, 0.15, 0.10, 0.10, 0.07, 0.13, 0.13, 0.07, 0.08, 0.13, 0.16, 0.06, 0.05, 0.14, 0.12, 1.01, 0.10, -0.22, 0.16, 0.15, 0.15, 0.08, 0.08, -0.30, 0.00, 0.06, -0.09, 0.13, -0.55, -0.27, -0.47, -0.06, 0.11],
  "smiles": "NCCc1c(CCC(=O)O)cc(CCC(N)=O)c2nsnc12.O=C1OC[C@@H](F)O1.O=C1OC[C@@H](F)O1.O=C1OC[C@@H](F)O1.O=C1OC[C@@H](F)O1",
  "gap_ev": 7.43,
  "molar_mass_da": 746.60,
  "e_tot_ev": -85824.4363,
  "charge": 0
}



{
  "formula": "C26H30N2O5S",
  "method": "wB97M-V/def2-TZVPD",
  "symbols": ["C", "C", "C", "C", "C", "H", "C", "O", "C", "H", "O", "N", "H", "H", "C", "C", "H", "H", "C", "H", "H", "H", "C", "C", "C", "C", "C", "H", "H", "H", "H", "C", "C", "C", "H", "C", "H", "O", "H", "H", "C", "C", "H", "C", "H", "H", "C", "S", "H", "H", "H", "C", "O", "N", "H", "O", "C", "H", "H", "H", "H", "H", "H", "C"],
  "xyz": [[-3.4782, 0.6545, -1.4243], [2.7068, -2.7140, 0.7204], [-0.1047, -0.4256, 3.0968], [0.4011, 1.7643, 1.4785], [3.5661, -3.4998, -0.2656], [0.2553, -2.4947, -2.8684], [0.2214, 0.6734, -1.6171], [-5.3164, -0.7629, 1.6483], [-2.5633, -0.2778, 2.6462], [2.0265, -0.5747, 3.2709], [-4.3436, -1.9636, -0.2855], [3.2010, 2.2931, 0.8296], [3.8932, -2.8717, -1.0906], [-2.1047, -2.7885, -0.9279], [1.3614, 1.4320, -1.8148], [-1.1673, 0.2568, 2.5165], [-0.3011, -1.2834, 3.7221], [2.9961, -4.3312, -0.6742], [-1.0611, -2.5512, -1.1544], [-3.5852, 3.9794, -2.0095], [3.5912, 2.7109, -2.0727], [-1.7180, 1.9119, 1.2762], [1.1931, -0.0326, 2.8498], [2.5965, 0.9449, -1.4216], [-0.7809, -2.7389, -2.6398], [2.6645, -0.3070, -0.8207], [1.5241, -1.0551, -0.5571], [1.2827, 2.4026, -2.2831], [0.5571, 2.6208, 0.8393], [3.2702, -1.8941, 1.1780], [2.3589, -3.3802, 1.5151], [-0.8996, 1.3674, 1.7256], [1.4688, 1.0508, 2.0169], [-4.3242, 3.0239, -0.2445], [4.4409, -3.8900, 0.2469], [-4.5084, 1.8190, 0.4156], [4.9715, 1.4238, 0.3187], [-0.9234, -1.1885, -0.7453], [-4.6569, 3.9452, 0.2096], [-5.0058, 1.7675, 1.3716], [-3.7218, 3.0409, -1.4926], [-4.0727, 0.6507, -0.1787], [4.6344, 1.2859, -2.0253], [2.8963, 1.2319, 1.6247], [-2.8609, 1.8788, -3.0713], [-0.9681, -3.7728, -2.9150], [3.8277, 1.8074, -1.5080], [-4.2662, -0.9102, 0.6843], [-2.0768, -1.2741, 0.8802], [4.8554, 3.1418, -0.1182], [-0.7458, 1.0428, -1.9182], [4.3131, 2.1936, -0.0881], [3.7479, 0.4296, 1.9694], [-2.8546, -1.1486, 1.5154], [-2.6698, -0.8648, 3.5652], [1.5120, -2.2278, 0.1307], [0.2772, -0.5581, -0.9861], [-3.3026, 0.5270, 2.6692], [-1.4281, -2.0959, -3.2323], [-0.4019, -3.1908, -0.5597], [-3.1717, -0.2855, -1.8526], [3.6305, -0.6697, -0.5100], [2.4483, 2.8920, 0.5298], [-3.3080, 1.8589, -2.0879]],
  "atomic_forces_ev_per_a": [[0.0364, -0.0469, -0.1910], [0.4547, -0.2383, 0.1140], [-0.1431, 0.0900, -0.0398], [0.1749, 0.0320, 0.1292], [-0.3370, 0.2368, 0.1361], [0.0684, -0.0284, -0.0690], [-0.0404, -0.3403, 0.1049], [0.1753, 0.3399, 0.0725], [-0.1574, 0.0716, 0.3984], [0.0571, -0.0493, -0.0032], [0.2490, 0.2371, -0.2069], [-0.0573, 0.3845, 0.1144], [0.0690, 0.0266, -0.0742], [0.1650, -0.0225, -0.0233], [0.1409, -0.0373, -0.0506], [0.1030, 0.0408, 0.0101], [-0.0253, -0.1145, 0.0864], [-0.0126, -0.0850, -0.0394], [-0.0699, -0.6067, -0.3245], [0.0027, 0.0714, -0.0460], [0.0221, -0.0305, -0.0601], [-0.1033, 0.0556, -0.0729], [0.2077, 0.1203, -0.0608], [-0.0685, 0.0245, -0.2393], [-0.0285, 0.1927, 0.3932], [-0.0260, -0.1607, -0.1172], [-0.2247, -0.0102, 0.0048], [0.0159, 0.1190, -0.0531], [0.0087, 0.0297, -0.0828], [-0.1043, -0.0355, 0.0104], [0.0836, 0.1254, -0.0459], [-0.0794, 0.0071, 0.0852], [-0.3393, -0.2629, 0.1524], [0.0232, -0.0055, 0.0380], [0.1209, -0.0558, 0.0368], [-0.1061, 0.1059, 0.1574], [-0.0244, 0.1713, -0.0631], [0.2953, 0.2048, 0.2263], [-0.0408, 0.0578, 0.0391], [-0.0715, 0.0577, 0.1018], [0.0094, 0.0546, -0.0065], [-0.1548, -0.5628, 0.3074], [0.0375, 0.0638, -0.0690], [0.1338, 0.2970, 0.1220], [0.0399, -0.0268, -0.0721], [-0.0049, -0.1204, -0.0499], [-0.0209, -0.0316, 0.1557], [0.2593, -0.3302, 0.2194], [0.1906, -0.0121, -0.2341], [0.0505, -0.1282, 0.0080], [-0.1139, 0.0065, -0.0183], [0.2376, -0.0253, -0.0795], [0.0798, -0.1692, 0.0587], [-0.8937, -0.0878, -0.5452], [0.0047, 0.2135, -0.0510], [-0.3431, 0.2180, -0.2615], [0.0563, 0.1354, -0.1211], [0.1287, 0.0319, 0.1671], [-0.0627, 0.0458, -0.0997], [-0.1700, 0.1123, -0.0562], [0.0743, -0.0612, -0.1473], [0.0871, -0.0854, 0.1153], [-0.0288, -0.1631, 0.0867], [-0.0110, -0.0464, 0.0229]],
  "lowdin_charge": [-0.07, -0.23, -0.01, -0.02, -0.05, 0.08, 0.01, -0.28, -0.18, 0.12, -0.29, 0.07, 0.07, 0.11, -0.05, -0.20, 0.12, 0.08, -0.22, 0.10, 0.11, 0.11, 0.00, -0.24, -0.05, 0.03, -0.18, 0.11, 0.11, 0.10, 0.13, -0.01, -0.12, -0.07, 0.08, -0.07, 0.12, -0.10, 0.11, 0.11, -0.07, -0.27, 0.12, -0.45, 0.11, 0.08, -0.11, 0.64, 0.07, 0.12, 0.10, -0.16, 0.05, -0.10, 0.12, -0.05, -0.21, 0.11, 0.08, 0.12, 0.11, 0.12, 0.12, -0.08],
  "smiles": "CCOc1ccc(CCNC(=O)c2ccc(CNS(=O)(=O)c3ccccc3)cc2)cc1OCC",
  "gap_ev": 8.93,
  "molar_mass_da": 482.60,
  "e_tot_ev": -51502.1250,
  "charge": 0
}



{
  "formula": "C26H30N3",
  "method": "wB97M-V/def2-TZVPD",
  "symbols": ["H", "H", "H", "H", "C", "H", "C", "H", "C", "C", "H", "C", "C", "N", "H", "C", "C", "C", "C", "C", "H", "H", "H", "N", "C", "C", "H", "H", "H", "C", "H", "C", "C", "H", "H", "H", "H", "H", "C", "H", "H", "C", "C", "H", "N", "H", "C", "C", "H", "C", "C", "H", "H", "H", "C", "C", "H", "C", "H"],
  "xyz": [[6.5156, -1.3679, -0.9665], [-0.3181, 2.1690, 1.7705], [-0.0102, -4.8021, -1.7551], [2.7138, -3.6963, -3.3510], [-3.2450, -4.2689, -3.7370], [4.8824, -3.1883, -1.2187], [-5.6240, -0.0069, -0.7492], [0.0813, -2.1297, -4.3375], [-2.9613, -0.8363, -0.6006], [-0.7873, -1.4889, -1.5863], [0.7953, 3.1096, -1.6225], [5.5965, -1.1940, -1.5014], [2.9385, 2.8690, -0.0364], [1.5594, 3.1512, 0.3423], [0.9077, 4.7202, -0.8955], [3.4775, -2.0060, -2.2976], [4.1586, 0.2601, -2.7284], [0.6755, 3.6740, -0.6993], [-0.9152, -3.7770, -3.3901], [4.6741, -2.2140, -1.6278], [-2.0402, -6.0487, -1.1518], [2.9712, 2.3419, -0.9875], [0.1067, 3.1404, 3.2839], [1.2860, 3.4103, 1.6576], [-5.1058, -0.4589, 0.4531], [3.2339, -0.7578, -2.8491], [3.3988, 2.2455, 0.7269], [-3.3950, -1.2308, 1.4623], [0.9614, -2.0970, -0.5492], [-3.5166, -0.3863, -1.8169], [2.5096, -3.7991, -1.6144], [-1.6128, -1.2791, -0.5012], [0.4846, -2.0191, -1.5092], [-1.2320, -1.5493, 0.4671], [-6.6497, 0.3174, -0.8046], [2.3109, -0.5905, -3.3782], [-2.1104, -2.8929, -4.9129], [6.0541, 0.8465, -1.9346], [0.3289, -3.0246, -3.7610], [-4.1236, -5.6939, -2.4086], [-5.7318, -0.4968, 1.3279], [-2.0597, -5.3518, -1.9738], [-3.7956, -0.8634, 0.5326], [-1.1941, -1.3285, -2.5669], [1.1019, -2.6040, -2.5768], [-4.1534, -4.1124, -4.2956], [-3.2280, -5.1568, -2.6810], [5.3403, 0.0460, -2.0498], [3.5049, 3.7949, -0.1176], [-2.0978, -3.5845, -4.0881], [-0.9137, -4.6650, -2.3248], [3.9574, 1.2250, -3.1634], [-2.9109, -0.3470, -2.7047], [-5.2366, 0.3748, -2.8112], [-4.8266, 0.0235, -1.8785], [2.4772, -3.1087, -2.4612], [-0.3628, 3.6083, -0.3786], [0.2928, 2.9008, 2.2570], [0.9529, -3.6461, -4.4075]],
  "atomic_forces_ev_per_a": [[0.1329, -0.0442, 0.0659], [-0.7914, -0.3829, -0.4248], [0.2045, -0.1603, 0.1662], [-0.2215, 0.0905, 0.0487], [-0.1678, 0.0080, -0.1649], [0.0898, -0.1973, 0.1915], [-0.0288, -0.0670, 0.2159], [-0.0969, -0.0512, -0.1268], [-0.9546, 0.3022, -0.0847], [-1.3395, 0.5843, 0.2683], [0.0449, -0.0868, 0.0181], [0.1494, -0.1204, 0.1028], [-0.4790, 0.8988, 0.8473], [-1.0783, -2.0961, -1.5410], [-0.0354, 0.3139, -0.2133], [0.2147, 0.4187, 0.0588], [-0.0643, 0.1724, -0.1004], [0.2539, -0.0380, 0.8408], [-0.4175, -0.2179, 0.1900], [-0.1939, -0.2578, -0.0541], [0.0326, -0.0775, 0.1353], [-0.1895, -0.0107, -0.0081], [0.0968, 0.2095, 0.3750], [1.1403, 0.9335, 1.4409], [-0.2522, 0.0384, 0.1149], [-0.1112, -0.0821, -0.0549], [0.0220, -0.0146, -0.0200], [0.0728, -0.0218, 0.2363], [0.6178, 0.1721, 0.1739], [0.2591, -0.1311, 0.3512], [0.1466, -0.0073, 0.0358], [1.1238, -0.3891, -1.0402], [1.3458, -1.8182, -2.0645], [0.0775, 0.0530, 0.4666], [-0.1584, 0.0465, -0.0092], [-0.1630, 0.1694, -0.1409], [-0.0746, 0.1888, -0.2461], [0.0840, 0.0741, -0.0257], [-0.1597, 0.6830, -0.2005], [-0.0715, -0.0420, 0.0208], [-0.0972, 0.0078, 0.1537], [0.1565, -0.1328, 0.1582], [0.5699, -0.1179, -0.2683], [-0.0598, 0.0474, -0.2074], [-0.9808, 0.3965, 1.7752], [-0.1246, 0.0425, -0.0780], [-0.2608, -0.0723, 0.0196], [0.1348, 0.1825, 0.0912], [0.4304, 0.1760, -0.1304], [0.2906, 0.1051, -0.0659], [0.0895, 0.0107, -0.0895], [-0.0550, 0.1498, -0.0967], [0.0720, 0.0384, -0.1891], [-0.0250, 0.0430, -0.1374], [0.0231, 0.0873, -0.2994], [0.0258, -0.2505, 0.4285], [0.0211, -0.0196, -0.0344], [0.5466, 0.0760, -1.1540], [0.1827, 0.1869, 0.2792]],
  "lowdin_charge": [0.11, 0.05, 0.11, 0.14, -0.06, 0.12, -0.04, 0.14, -0.21, -0.05, 0.07, -0.06, -0.07, -0.32, 0.08, -0.22, -0.08, -0.07, -0.24, -0.04, 0.11, 0.06, 0.06, -0.03, -0.05, -0.04, 0.08, 0.12, 0.16, -0.01, 0.14, 0.05, 0.01, 0.13, 0.12, 0.11, 0.12, 0.11, -0.08, 0.11, 0.11, -0.06, -0.01, 0.10, -0.07, 0.11, -0.07, -0.07, 0.08, -0.04, -0.04, 0.11, 0.11, 0.11, -0.05, -0.09, 0.07, -0.04, 0.14],
  "gap_ev": 4.59,
  "molar_mass_da": 384.55,
  "e_tot_ev": -31910.1097,
  "charge": 1
}